{
  "formula": "C12H43N3O8",
  "method": "ωB97M-V/def2-TZVPD",
  "charge": 0,
  "homo_lumo_gap_ev": 9.76,
  "multiplicity": 1,
  "relative_energy_kcal_mol": 39.1,
  "smiles": "COC[C@H](C)N.COC[C@H](C)N.COC[C@H](C)N.O.O.O.O.O",
  "symbols": ["C", "O", "C", "C", "C", "N", "H", "H", "H", "H", "H", "H", "H", "H", "H", "H", "H", "C", "O", "C", "C", "C", "N", "H", "H", "H", "H", "H", "H", "H", "H", "H", "H", "H", "C", "O", "C", "C", "C", "N", "H", "H", "H", "H", "H", "H", "H", "H", "H", "H", "H", "O", "H", "H", "O", "H", "H", "O", "H", "H", "O", "H", "H", "O", "H", "H"],
  "coordinates": [[-2.2852, 2.0700, 3.1696], [-1.9626, 2.9333, 2.1032], [-2.9511, 3.2703, 1.1305], [-3.7191, 2.0711, 0.4557], [-2.8442, 0.9435, -0.1627], [-4.5684, 2.6656, -0.5795], [-2.7297, 1.1177, 2.8748], [-2.9521, 2.5890, 3.9273], [-1.3264, 1.8557, 3.6180], [-3.7410, 3.8958, 1.5264], [-2.4222, 3.8704, 0.3668], [-4.3221, 1.6043, 1.2582], [-3.5284, 0.2828, -0.6137], [-2.4530, 0.4158, 0.7326], [-1.9972, 1.3130, -0.7812], [-5.1452, 1.9244, -0.9708], [-3.9851, 2.9311, -1.3457], [1.2505, -2.5519, 2.9074], [0.3883, -1.4622, 3.1313], [-0.8129, -1.4715, 2.4204], [-1.8027, -2.4898, 2.8563], [-2.9972, -2.2324, 1.9303], [-2.1835, -2.3586, 4.2775], [1.4150, -2.5563, 1.8292], [0.8145, -3.5003, 3.2032], [2.1768, -2.3521, 3.4746], [-1.4171, -0.5544, 2.4888], [-0.5481, -1.6341, 1.3614], [-1.4393, -3.5537, 2.7512], [-3.6034, -1.4158, 2.2485], [-3.7040, -3.0985, 1.8824], [-2.6123, -2.1853, 0.9135], [-2.4114, -1.4446, 4.6023], [-1.4327, -2.6556, 4.8752], [0.5975, -1.2253, -4.3703], [1.7849, -0.4796, -4.7347], [2.9105, -0.9278, -3.8353], [4.1086, 0.0520, -3.8882], [4.8675, 0.1430, -5.2693], [5.0861, -0.2117, -2.8230], [-0.2166, -1.0536, -5.1088], [0.3011, -0.8052, -3.4149], [0.8277, -2.3351, -4.2029], [2.4806, -0.9066, -2.8629], [3.1132, -1.9469, -4.0299], [3.5792, 1.0007, -3.7927], [5.3245, -0.7920, -5.5833], [5.6823, 0.8255, -5.0254], [4.1443, 0.5520, -6.0081], [4.7472, -0.1031, -1.9001], [5.9399, 0.3357, -2.9990], [0.9343, 1.8531, -3.4653], [1.3429, 2.7238, -3.5641], [1.3634, 1.2591, -4.0893], [0.7713, 0.8662, 4.7671], [0.5825, -0.0837, 4.6098], [1.4621, 0.9027, 5.4328], [0.5586, 1.6443, 1.7825], [-0.2820, 2.0129, 1.6083], [0.6389, 1.3868, 2.7219], [1.4278, 0.5905, -0.6065], [0.9895, 1.1680, -1.2735], [1.2762, 0.8958, 0.3314], [1.7625, -2.1106, -0.4386], [1.7634, -1.1342, -0.4851], [1.9825, -2.3337, -1.3452]]
}